[1]
11
Properties=species:S:1:pos:R:3:mulliken_charge:R:1 method="wB97M-V/def2-TZVPD" total_charge=0 homo_lumo_gap_ha="0.289 / 0.289" homo_energy_ev="-8.4 / -8.4" de_lowest_kcal_mol=76.82
C 0.8939 0.9396 0.1155 0.3942
C 0.5146 -0.0454 -0.8956 -0.2015
C -0.8753 -0.0475 -0.2707 -0.4210
N -0.5234 0.9974 0.4941 0.0253
O 1.8872 1.5124 0.3857 -0.4763
S -0.7113 -2.2705 1.1150 -0.3544
H 0.5795 0.3883 -1.8968 0.2767
H 0.9253 -1.1733 -0.9569 0.2272
H -1.9530 -0.2127 -0.6823 0.3190
H -1.0342 1.4422 1.1817 0.1509
H 0.2968 -1.5305 1.4103 0.0598


[2]
59
Properties=species:S:1:pos:R:3:mulliken_charge:R:1 method="wB97M-V/def2-TZVPD" total_charge=-1 homo_lumo_gap_ha=0.165 homo_energy_ev=-2.8
Ni -0.9411 0.3962 -1.0037 -0.1880
C -1.1896 4.5947 4.7187 -0.8241
O -0.7828 5.8685 4.2645 -0.4658
C 0.1426 5.8999 3.2595 0.8793
C 0.2951 7.1140 2.5969 -0.6254
C 1.1643 7.2199 1.5315 0.1467
C 1.8909 6.1120 1.0813 -0.7404
C 1.7803 4.9194 1.8029 -0.1850
C 0.9197 4.8120 2.8812 -0.3592
N 2.8029 6.3066 0.0326 -0.6070
N 3.1706 5.3918 -0.7412 -0.5604
C 2.5383 4.1677 -0.8787 -0.0590
C 3.3600 3.0881 -1.2048 -0.2176
C 2.8959 1.7879 -1.2812 -0.9140
C 1.5382 1.4944 -1.0772 1.1450
O 1.0553 0.3111 -1.0504 -0.6025
C 0.6480 2.6168 -0.9286 0.1561
N -0.6788 2.3051 -0.9490 -0.3627
C -1.5567 3.2831 -0.8918 0.1121
C -1.1787 4.6254 -0.8156 -1.0534
C 0.1521 4.9594 -0.7783 -0.4337
C 1.1226 3.9425 -0.8179 0.8125
H -2.0950 4.7510 5.3009 0.2380
H -0.4339 4.1286 5.3591 0.2986
H -1.4109 3.9259 3.8827 0.3780
H -0.2862 7.9619 2.9356 0.4032
H 1.2797 8.1590 1.0049 0.4346
H 2.3965 4.0746 1.5264 0.4048
H 0.8608 3.8763 3.4203 0.4048
H 4.4177 3.2924 -1.3233 0.3762
H 3.5713 0.9661 -1.4796 0.4064
H -2.6030 3.0007 -0.9280 0.1928
H -1.9387 5.3942 -0.8014 0.4279
H 0.4484 5.9982 -0.7525 0.6597
Te -3.3011 0.2205 -0.7912 -0.9638
N -0.6825 -6.5168 -0.1082 0.0129
C -0.7340 -7.8181 -0.5380 0.6655
C -0.6707 -9.0353 0.1231 -0.9755
C -0.7595 -10.1788 -0.6534 -0.4104
C -0.9105 -10.1025 -2.0422 -0.4432
C -0.9747 -8.8879 -2.6994 -0.7464
C -0.8823 -7.7240 -1.9381 0.5424
N -0.9179 -6.4083 -2.3210 -0.6458
C -0.8004 -5.7059 -1.2180 -0.0876
C -0.8172 -4.2631 -1.1512 0.9747
C -0.7004 -3.5443 0.0430 -0.7200
C -0.7885 -2.1740 0.0320 -0.3994
N -0.9874 -1.4646 -1.0859 0.1780
C -1.0518 -2.1381 -2.2444 -0.4811
C -0.9712 -3.5058 -2.3178 -0.6084
H -0.5897 -6.2092 0.8420 0.1668
H -0.5573 -9.0930 1.1986 0.3672
H -0.7098 -11.1490 -0.1767 0.3707
H -0.9771 -11.0202 -2.6128 0.3630
H -1.0950 -8.8276 -3.7728 0.4283
H -0.5399 -4.0458 0.9889 0.2351
H -0.7184 -1.6011 0.9444 0.5066
H -1.1886 -1.5350 -3.1292 0.5130
H -1.0299 -4.0178 -3.2670 0.4789


[3]
13
Properties=species:S:1:pos:R:3:mulliken_charge:R:1 method="wB97M-V/def2-TZVPD" smiles="CC(=O)OOCO" total_charge=0 homo_lumo_gap_ha=0.403 homo_energy_ev=-10.5 de_lowest_kcal_mol=76.01
C -1.7177 -0.4147 -0.2509 -0.7438
C -1.1922 0.9929 -0.2519 0.6724
O -1.7259 1.8809 -0.9132 -0.5588
O -0.1273 1.2554 0.5621 -0.1787
O 0.4478 0.0055 1.0630 -0.2332
C 1.7767 -0.0314 0.5546 -0.1375
O 1.7796 -0.2670 -0.8422 -0.4994
H -2.6139 -0.4594 -0.8782 0.2954
H -0.9830 -1.1056 -0.6699 0.2134
H -2.0078 -0.7069 0.7618 0.2832
H 2.3240 -0.8342 1.0580 0.2975
H 2.2858 0.9149 0.7646 0.2577
H 1.7539 -1.2305 -0.9577 0.3317


[4]
43
Properties=species:S:1:pos:R:3:mulliken_charge:R:1 method="wB97M-V/def2-TZVPD" total_charge=0 homo_lumo_gap_ha=0.203 homo_energy_ev=-7.1 de_lowest_kcal_mol=27.18
F 2.4286 -3.5997 -3.6509 -0.3341
C 1.8473 -3.3058 -2.4443 0.5200
C 2.5635 -3.5727 -1.2784 -0.6537
C 1.9001 -3.4460 -0.0689 -0.4301
C 0.5215 -3.0771 -0.0043 0.8506
C -0.1501 -3.2596 1.2440 -1.0232
C -1.3450 -2.6022 1.6947 0.6081
C -1.4381 -2.2175 3.0634 -0.3145
C -2.5876 -1.6496 3.5852 -0.7925
C -3.6608 -1.4428 2.7204 0.4802
F -4.8005 -0.8742 3.2226 -0.3376
C -3.6377 -1.8073 1.3795 -1.0122
C -2.4879 -2.4103 0.8756 -0.0691
C -0.0780 -2.6044 -1.2051 -0.2815
C 0.5462 -2.8120 -2.4353 -0.8865
H 3.5985 -3.9002 -1.3246 0.4149
H 2.4202 -3.6800 0.8609 0.3329
H 0.4968 -3.6288 2.0490 0.3475
H -0.5762 -2.3971 3.7117 0.3876
H -2.6555 -1.3678 4.6317 0.4422
H -4.4991 -1.6336 0.7398 0.4227
H -2.4812 -2.7991 -0.1412 0.4520
H -1.0411 -2.1072 -1.1730 0.5743
H 0.0361 -2.5889 -3.3661 0.4420
C 0.4021 -6.5069 -0.6987 -1.3812
C 0.1396 -6.1663 0.7568 0.8282
C -1.1643 -5.6248 1.0703 -0.7492
C -1.7880 -5.7816 2.3477 0.9323
C -1.0248 -5.8640 3.5419 -0.3281
C -1.6522 -5.8774 4.7809 -0.6218
C -3.0539 -5.9083 4.8713 -0.4388
C -3.8244 -5.8815 3.6978 -0.5861
C -3.2096 -5.8075 2.4597 -0.4325
O 1.0391 -6.3130 1.6122 -0.7163
H -0.0531 -5.7758 -1.3742 0.2941
H 1.4796 -6.5225 -0.8633 0.3340
H -0.0118 -7.4961 -0.9379 0.3946
H -1.8501 -5.4934 0.2275 0.3961
H 0.0596 -5.9055 3.4502 0.4434
H -1.0434 -5.8677 5.6852 0.3861
H -3.5378 -5.9416 5.8482 0.3797
H -4.9127 -5.9013 3.7654 0.3752
H -3.8027 -5.7651 1.5453 0.3502


[5]
84
Properties=species:S:1:pos:R:3:mulliken_charge:R:1 method="wB97M-V/def2-TZVPD" smiles="CCOCCOC[Si@@H](F)N=C=O.O=S1(=O)CCCC1.O=S1(=O)CCCC1.O=S1(=O)CCCC1.O=S1(=O)CCCC1" total_charge=0 homo_lumo_gap_ha=0.322 homo_energy_ev=-9.1
C -1.5636 1.8475 -0.8432 -0.4091
C -3.1757 1.7566 -1.0942 -0.4004
O -3.7425 1.2850 0.1596 -0.2678
C -4.3757 -0.0088 0.0123 -0.7761
C -3.3290 -1.2445 -0.1214 0.4765
O -3.0267 -1.8966 1.1380 -0.3228
C -2.7600 -3.3107 0.9818 -0.4691
Si -1.2538 -3.7301 -0.1571 0.6990
F -0.1997 -4.9325 0.4915 -0.3288
N -1.9004 -4.0943 -1.7906 -0.4084
C -1.0193 -3.7661 -2.7172 0.6632
O -0.1867 -3.8491 -3.6502 -0.4921
H -1.0420 0.8299 -1.0045 0.0230
H -1.0455 2.5964 -1.5352 0.2979
H -1.4228 2.0888 0.2802 0.0750
H -3.6149 2.7528 -1.4673 0.3672
H -3.3011 0.9178 -1.8910 0.2515
H -5.0186 0.0388 -0.9478 0.3557
H -5.1288 -0.1653 0.8823 0.2447
H -2.3561 -0.7901 -0.5392 -0.3397
H -3.8149 -1.9817 -0.8799 0.3315
H -3.6699 -3.8817 0.5295 0.3708
H -2.5178 -3.8064 2.0061 0.2452
H -0.4572 -2.4877 -0.2827 -0.1484
O 2.8076 0.9214 -4.0595 -0.5560
S 1.4596 0.4396 -4.2405 1.1158
O 0.4697 0.4992 -3.1886 -0.5834
C 0.7831 1.1875 -5.7136 -0.7872
C 1.1811 0.2369 -6.8346 -0.5957
C 0.9351 -1.1716 -6.2889 -0.6706
C 1.5281 -1.2282 -4.8798 0.1756
H 1.1851 2.1926 -5.8381 0.4175
H -0.3031 1.2277 -5.5999 0.3238
H 0.6062 0.4258 -7.7441 0.3678
H 2.2427 0.3611 -7.0733 0.2879
H -0.1429 -1.3609 -6.2433 0.2638
H 1.3751 -1.9374 -6.9322 0.3686
H 0.9539 -1.8889 -4.2271 -0.1054
H 2.5728 -1.5403 -4.8988 0.1012
O -2.5385 6.4295 1.3159 -0.7119
S -2.0493 5.0933 1.5713 0.9739
O -1.7577 4.1599 0.5054 -0.5322
C -0.6272 5.2060 2.6421 -0.7107
C -1.2109 5.1687 4.0481 -0.7008
C -2.2915 4.0863 4.0190 -0.1906
C -3.1302 4.3081 2.7596 -0.4976
H -0.0732 6.1205 2.4305 0.4187
H 0.0018 4.3326 2.4544 0.3266
H -0.4434 4.9559 4.7955 0.3717
H -1.6630 6.1359 4.2927 0.3368
H -1.8179 3.1000 3.9768 -0.0685
H -2.9141 4.1127 4.9168 0.4104
H -3.4960 3.3656 2.3484 0.1972
H -3.9687 4.9809 2.9500 0.3856
O -0.2990 1.4316 4.3428 -0.6287
S -0.4602 0.5837 5.5030 1.1857
O -0.5543 1.1184 6.8429 -0.7264
C -1.8446 -0.5050 5.2190 -0.8042
C -1.2351 -1.7151 4.5239 -0.2388
C 0.0654 -2.0127 5.2731 -0.7583
C 0.8009 -0.6845 5.4610 -0.7232
H -2.5993 0.0012 4.6169 0.3739
H -2.2597 -0.7777 6.1921 0.4013
H -1.9153 -2.5696 4.5367 0.3135
H -1.0129 -1.4747 3.4788 0.1509
H -0.1687 -2.4459 6.2513 0.3243
H 0.6856 -2.7339 4.7355 0.3458
H 1.3646 -0.6651 6.3947 0.3768
H 1.4652 -0.4727 4.6210 0.3568
O 6.2001 0.0762 -2.4493 -0.7085
S 5.0847 -0.8334 -2.5777 0.9306
O 3.9435 -0.5418 -3.4218 -0.4709
C 5.7181 -2.4497 -2.9964 -0.6776
C 5.9904 -3.1082 -1.6508 -0.6454
C 4.7894 -2.7615 -0.7687 -0.5480
C 4.5106 -1.2666 -0.9392 -0.6294
H 6.6103 -2.3512 -3.6150 0.4142
H 4.9370 -2.9824 -3.5440 0.2966
H 6.1214 -4.1880 -1.7516 0.3562
H 6.9040 -2.6959 -1.2097 0.2988
H 3.9180 -3.3386 -1.0964 0.2507
H 4.9723 -3.0111 0.2792 0.3256
H 3.4456 -1.0437 -0.8588 0.3046
H 5.0709 -0.6706 -0.2163 0.3820


[6]
14
Properties=species:S:1:pos:R:3:mulliken_charge:R:1 method="wB97M-V/def2-TZVPD" total_charge=0 spin_multiplicity=3 homo_lumo_gap_ha="0.282 / 0.205" homo_energy_ev="-7.4 / -9.4" de_lowest_kcal_mol=12.23
C 0.5754 0.6973 -0.6584 -0.1548
C -0.1054 1.9117 -0.5004 -0.4988
C -0.0614 -0.5153 -0.6139 -0.5136
C -1.4589 1.8302 -0.2725 -0.1730
C -1.4175 -0.4046 -0.4135 0.3792
N -2.1661 0.6730 -0.2096 -0.4990
Si 1.7424 -3.2290 1.9120 0.2253
Br 3.4103 -2.5407 0.4563 -0.1368
Br -2.4072 -2.0047 -0.4160 -0.2006
Br 1.3641 -1.2714 3.0086 -0.0818
H 1.6589 0.6931 -0.9112 0.3152
H 0.5087 2.7497 -0.5473 0.4173
H 0.4708 -1.3798 -0.6978 0.6330
H -2.1139 2.7903 -0.1362 0.2884


Copy entry 6 word for word.
14
Properties=species:S:1:pos:R:3:mulliken_charge:R:1 method="wB97M-V/def2-TZVPD" total_charge=0 spin_multiplicity=3 homo_lumo_gap_ha="0.282 / 0.205" homo_energy_ev="-7.4 / -9.4" de_lowest_kcal_mol=12.23
C 0.5754 0.6973 -0.6584 -0.1548
C -0.1054 1.9117 -0.5004 -0.4988
C -0.0614 -0.5153 -0.6139 -0.5136
C -1.4589 1.8302 -0.2725 -0.1730
C -1.4175 -0.4046 -0.4135 0.3792
N -2.1661 0.6730 -0.2096 -0.4990
Si 1.7424 -3.2290 1.9120 0.2253
Br 3.4103 -2.5407 0.4563 -0.1368
Br -2.4072 -2.0047 -0.4160 -0.2006
Br 1.3641 -1.2714 3.0086 -0.0818
H 1.6589 0.6931 -0.9112 0.3152
H 0.5087 2.7497 -0.5473 0.4173
H 0.4708 -1.3798 -0.6978 0.6330
H -2.1139 2.7903 -0.1362 0.2884


Please write out number 4 again, unchanged.
43
Properties=species:S:1:pos:R:3:mulliken_charge:R:1 method="wB97M-V/def2-TZVPD" total_charge=0 homo_lumo_gap_ha=0.203 homo_energy_ev=-7.1 de_lowest_kcal_mol=27.18
F 2.4286 -3.5997 -3.6509 -0.3341
C 1.8473 -3.3058 -2.4443 0.5200
C 2.5635 -3.5727 -1.2784 -0.6537
C 1.9001 -3.4460 -0.0689 -0.4301
C 0.5215 -3.0771 -0.0043 0.8506
C -0.1501 -3.2596 1.2440 -1.0232
C -1.3450 -2.6022 1.6947 0.6081
C -1.4381 -2.2175 3.0634 -0.3145
C -2.5876 -1.6496 3.5852 -0.7925
C -3.6608 -1.4428 2.7204 0.4802
F -4.8005 -0.8742 3.2226 -0.3376
C -3.6377 -1.8073 1.3795 -1.0122
C -2.4879 -2.4103 0.8756 -0.0691
C -0.0780 -2.6044 -1.2051 -0.2815
C 0.5462 -2.8120 -2.4353 -0.8865
H 3.5985 -3.9002 -1.3246 0.4149
H 2.4202 -3.6800 0.8609 0.3329
H 0.4968 -3.6288 2.0490 0.3475
H -0.5762 -2.3971 3.7117 0.3876
H -2.6555 -1.3678 4.6317 0.4422
H -4.4991 -1.6336 0.7398 0.4227
H -2.4812 -2.7991 -0.1412 0.4520
H -1.0411 -2.1072 -1.1730 0.5743
H 0.0361 -2.5889 -3.3661 0.4420
C 0.4021 -6.5069 -0.6987 -1.3812
C 0.1396 -6.1663 0.7568 0.8282
C -1.1643 -5.6248 1.0703 -0.7492
C -1.7880 -5.7816 2.3477 0.9323
C -1.0248 -5.8640 3.5419 -0.3281
C -1.6522 -5.8774 4.7809 -0.6218
C -3.0539 -5.9083 4.8713 -0.4388
C -3.8244 -5.8815 3.6978 -0.5861
C -3.2096 -5.8075 2.4597 -0.4325
O 1.0391 -6.3130 1.6122 -0.7163
H -0.0531 -5.7758 -1.3742 0.2941
H 1.4796 -6.5225 -0.8633 0.3340
H -0.0118 -7.4961 -0.9379 0.3946
H -1.8501 -5.4934 0.2275 0.3961
H 0.0596 -5.9055 3.4502 0.4434
H -1.0434 -5.8677 5.6852 0.3861
H -3.5378 -5.9416 5.8482 0.3797
H -4.9127 -5.9013 3.7654 0.3752
H -3.8027 -5.7651 1.5453 0.3502


Please write out number 3 again, unchanged.
13
Properties=species:S:1:pos:R:3:mulliken_charge:R:1 method="wB97M-V/def2-TZVPD" smiles="CC(=O)OOCO" total_charge=0 homo_lumo_gap_ha=0.403 homo_energy_ev=-10.5 de_lowest_kcal_mol=76.01
C -1.7177 -0.4147 -0.2509 -0.7438
C -1.1922 0.9929 -0.2519 0.6724
O -1.7259 1.8809 -0.9132 -0.5588
O -0.1273 1.2554 0.5621 -0.1787
O 0.4478 0.0055 1.0630 -0.2332
C 1.7767 -0.0314 0.5546 -0.1375
O 1.7796 -0.2670 -0.8422 -0.4994
H -2.6139 -0.4594 -0.8782 0.2954
H -0.9830 -1.1056 -0.6699 0.2134
H -2.0078 -0.7069 0.7618 0.2832
H 2.3240 -0.8342 1.0580 0.2975
H 2.2858 0.9149 0.7646 0.2577
H 1.7539 -1.2305 -0.9577 0.3317